# 1
A cluster of 2 separate species, C5H17N2O in total in a non-equilibrium geometry. Source: the OMol25 dataset; level of theory: the ωB97M-V functional and the def2-TZVPD basis.

CARTESIAN COORDINATES (ANGSTROEM)
C (0.8520, 1.0907, -1.4652)
N (-0.6038, 1.1402, -1.2418)
C (-1.3723, 0.0807, -1.9838)
C (1.7048, 0.9838, -0.1847)
N (0.8289, 0.4178, 0.9765)
C (1.1364, 1.3053, 2.1446)
C (2.9146, 0.1921, -0.3166)
H (1.2762, 1.7756, -2.1990)
H (0.9611, 0.1927, -2.1626)
H (-0.9562, 2.1625, -1.3269)
H (-2.4215, 0.1550, -1.7876)
H (-1.4747, 0.2558, -3.0756)
H (-0.9146, -0.8143, -1.7000)
H (1.8114, 2.2014, 0.0464)
H (1.1994, -0.5769, 1.2585)
H (-0.2366, 0.5384, 0.7203)
H (1.8188, 2.0981, 2.0208)
H (0.2119, 1.7667, 2.5501)
H (1.5879, 0.7537, 3.0548)
H (2.9995, -0.7873, 0.3888)
H (2.9423, -0.1758, -1.3295)
H (3.7327, 0.6760, -0.0206)
H (-4.7901, -4.0382, 0.7896)
H (-4.0636, -4.9513, 1.7929)
O (-4.5841, -4.2568, 1.7089)

Computed properties:
**F_max**: 6.9 eV/Å
**E_LUMO**: -2.89 eV
**HOMO energy**: -0.490 hartree
**HOMO-LUMO gap**: 0.384 Eh
**Total charge**: +1
**Energy above the lowest of the compared OMol25 structures with the same formula, charge and spin**: 3.695 eV

---

# 2
A cluster of 2 separate species, C5H17N2O in total in a non-equilibrium geometry. Source: the OMol25 dataset; level of theory: the ωB97M-V functional and the def2-TZVPD basis.

CARTESIAN COORDINATES (ANGSTROEM)
C (-0.3206, 1.4581, -1.6573)
C (0.8363, 1.7884, -0.7464)
C (0.3425, 1.7090, 0.7137)
C (0.1991, 0.2698, 1.2223)
C (-1.0813, -0.4902, 0.7865)
N (-0.9686, -1.3151, -0.4582)
N (-0.0953, 0.1783, -2.3856)
H (-0.4181, 2.2619, -2.3982)
H (-1.2973, 1.2893, -1.1967)
H (1.3220, 2.7649, -0.8184)
H (1.6723, 1.0703, -0.7715)
H (1.1152, 2.2516, 1.2904)
H (-0.5581, 2.2646, 0.9588)
H (0.4036, 0.2024, 2.2807)
H (1.0156, -0.3239, 0.7645)
H (-1.4485, -1.1101, 1.6115)
H (-1.8373, 0.2866, 0.7360)
H (-1.8473, -1.8058, -0.5672)
H (-0.2668, -2.0313, -0.2558)
H (0.8468, -0.1759, -2.5214)
H (-0.4598, 0.1722, -3.3346)
H (-0.5853, -0.7032, -1.2471)
H (0.5497, -3.5168, 3.1712)
H (1.8412, -3.4775, 2.3045)
O (1.0400, -3.0178, 2.5181)

Computed properties:
**F_max**: 2.7 eV/Å
**E_LUMO**: -2.74 eV
**HOMO energy**: -0.511 hartree
**HOMO-LUMO gap**: 0.411 Eh
**Total charge**: +1
**Energy above the lowest of the compared OMol25 structures with the same formula, charge and spin**: 0.984 eV

---

# 3
A cluster of 3 separate species, C5H17N2O in total in a non-equilibrium geometry. Source: the OMol25 dataset; level of theory: the ωB97M-V functional and the def2-TZVPD basis.

CARTESIAN COORDINATES (ANGSTROEM)
C (0.4035, 1.6506, 0.3425)
N (-0.7094, 2.3385, -0.3317)
C (-0.5530, 2.4337, -1.8032)
C (0.6659, 0.2684, -0.1302)
N (3.1985, -0.6937, 1.8909)
C (-0.4213, -1.4460, 1.2763)
C (-0.3510, -0.7464, -0.0913)
H (1.2913, 2.2382, 0.1344)
H (0.2088, 1.6383, 1.4189)
H (-1.5656, 1.8510, -0.0805)
H (-0.4746, 1.4699, -2.3131)
H (0.3365, 3.0414, -1.9537)
H (-1.4466, 2.9004, -2.1959)
H (1.4414, 0.1544, -0.8883)
H (3.2050, -1.6733, 1.6193)
H (2.6064, -0.1753, 1.2533)
H (4.1565, -0.4074, 1.7039)
H (-0.5259, -0.7789, 2.1289)
H (0.4750, -2.0317, 1.4464)
H (-1.2679, -2.0967, 1.3182)
H (-0.1012, -1.4792, -0.8584)
H (-1.3390, -0.3254, -0.2917)
H (-3.6949, -2.7763, -0.7105)
H (-2.6803, -2.9296, -1.8458)
O (-2.8581, -2.4249, -1.0387)

Computed properties:
**F_max**: 3.0 eV/Å
**E_LUMO**: -6.98 eV
**HOMO energy**: -0.507 hartree
**HOMO-LUMO gap**: 0.250 Eh
**Total charge**: +1
**Energy above the lowest of the compared OMol25 structures with the same formula, charge and spin**: 4.011 eV

---

# 4
A cluster of 2 separate species, C5H17N2O in total in a non-equilibrium geometry. Source: the OMol25 dataset; level of theory: the ωB97M-V functional and the def2-TZVPD basis.

CARTESIAN COORDINATES (ANGSTROEM)
C (-0.2654, 1.1258, 1.9752)
C (-0.3512, -0.4114, 1.8957)
C (0.8126, -1.1242, 1.2391)
C (0.4441, -1.8948, -0.0314)
C (-0.1352, -1.0401, -1.1630)
N (0.8226, -0.6256, -2.2679)
N (-1.2040, 1.7965, 1.0149)
H (-0.3581, 1.5226, 2.9725)
H (0.7091, 1.4936, 1.6818)
H (-0.3725, -0.6997, 2.9616)
H (-1.3541, -0.6908, 1.5784)
H (1.5810, -1.7542, 1.7068)
H (1.5179, -0.3644, 0.8444)
H (1.2689, -2.5358, -0.4081)
H (-0.1574, -2.7740, 0.3236)
H (-1.0433, -1.4396, -1.6198)
H (-0.3305, -0.0362, -0.7498)
H (0.5696, 0.3558, -2.4873)
H (1.7863, -0.7255, -1.9480)
H (0.6119, -1.1357, -3.1283)
H (-1.5200, 2.6835, 1.3579)
H (-1.7714, 1.2074, 0.4379)
H (-0.2019, 2.5251, -1.3356)
H (-0.6917, 2.5841, -2.7539)
O (-0.3670, 1.9575, -2.0966)

Computed properties:
**F_max**: 3.4 eV/Å
**E_LUMO**: -3.16 eV
**HOMO energy**: -0.443 hartree
**HOMO-LUMO gap**: 0.327 Eh
**Total charge**: +1
**Energy above the lowest of the compared OMol25 structures with the same formula, charge and spin**: 1.585 eV

---

# 5
A cluster of 3 separate species, C5H17N2O3 in total in a non-equilibrium geometry. Source: the OMol25 dataset; level of theory: the ωB97M-V functional and the def2-TZVPD basis.

CARTESIAN COORDINATES (ANGSTROEM)
C (1.9238, -1.5575, -0.9887)
O (2.0613, -2.7668, -0.2287)
C (0.4648, -0.9747, -0.6710)
C (0.2721, 0.5707, -0.9096)
C (-0.9000, 0.9546, -0.0414)
C (-0.7349, 1.6204, 1.0931)
N (-2.1756, 0.5217, -0.4743)
N (0.2521, -1.1763, 0.7856)
H (2.7016, -0.9044, -0.7459)
H (2.1590, -1.8215, -2.0998)
H (2.0248, -3.5429, -0.7875)
H (-0.2659, -1.4880, -1.4104)
H (0.2968, 0.8563, -2.0520)
H (1.2479, 1.1342, -0.8282)
H (-1.4740, 2.0356, 1.8334)
H (0.2986, 1.8923, 1.5136)
H (-2.3922, 0.6784, -1.5162)
H (-2.9831, 1.1353, 0.0460)
H (-2.4684, -0.4737, -0.0369)
H (0.5598, -0.3958, 1.2188)
H (0.6922, -2.0531, 1.0855)
H (2.5892, 3.2294, 0.0184)
H (1.0503, 3.8018, 0.1495)
O (1.7305, 3.2470, -0.4593)
H (-2.9049, -2.0413, 1.9443)
H (-1.5441, -1.3528, 1.6843)
O (-2.4818, -1.1290, 1.8772)

Computed properties:
**F_max**: 5.6 eV/Å
**E_LUMO**: -3.26 eV
**HOMO energy**: -0.480 hartree
**HOMO-LUMO gap**: 0.361 Eh
**Total charge**: +1
**Energy above the lowest of the compared OMol25 structures with the same formula, charge and spin**: 3.807 eV

---

# 6
A structure of composition C5H17N2OPPrS in a non-equilibrium geometry. Source: the OMol25 dataset; level of theory: the ωB97M-V functional and the def2-TZVPD basis.

CARTESIAN COORDINATES (ANGSTROEM)
Pr (1.0617, -0.0092, 0.3359)
H (3.1794, -1.0384, 0.9716)
H (3.2504, -1.1703, 0.2095)
P (0.0400, -0.1800, -2.5510)
C (-0.6898, -1.6358, -3.2917)
H (-0.6194, -1.5183, -4.3843)
H (-0.1215, -2.5300, -2.9911)
H (-1.7457, -1.7071, -2.9968)
C (-0.6207, 1.2542, -3.4187)
H (-0.0799, 2.1547, -3.0823)
H (-0.4867, 1.1063, -4.4970)
H (-1.6950, 1.3405, -3.1891)
C (1.7868, -0.2181, -3.0836)
H (2.2915, -1.1590, -2.8244)
H (1.7536, -0.1789, -4.1847)
H (2.3581, 0.6593, -2.7602)
C (-0.3043, -2.0917, 0.1799)
O (-1.0263, -2.9914, 0.2584)
H (0.7275, 1.7519, -0.4138)
H (-0.6645, 0.0777, -1.2414)
N (-2.0050, 0.8853, 4.4780)
C (-0.8189, 0.7285, 3.8766)
N (0.2695, 0.8651, 4.6641)
S (-0.7770, 0.4001, 2.1896)
H (-2.1226, 1.0598, 5.4674)
H (-2.8434, 0.7757, 3.9357)
H (1.2025, 0.7511, 4.2940)
H (0.1950, 1.0523, 5.6497)

Computed properties:
**F_max**: 2.1 eV/Å
**E_LUMO (spin up / spin down)**: -3.28 / -3.23 eV
**Multiplicity**: 3
**HOMO energy (spin up / spin down)**: -0.319 / -0.306 hartree
**HOMO-LUMO gap (spin up / spin down)**: 0.199 / 0.187 Eh
**Total charge**: +1

---

# 7
A structure of composition C5H17N2OSn in a non-equilibrium geometry. Source: the OMol25 dataset; level of theory: the ωB97M-V functional and the def2-TZVPD basis.

CARTESIAN COORDINATES (ANGSTROEM)
C (-0.4475, -0.3323, -3.0771)
Sn (0.1363, -1.8182, -1.7503)
N (-1.3629, -2.5874, -0.2787)
H (1.7023, -2.2912, -1.6366)
H (-0.6425, -2.6666, 0.4172)
H (-1.3327, -2.0859, -2.5219)
H (-0.6025, -0.8206, -4.0453)
H (0.4314, 0.2713, -3.1501)
H (-1.2673, 0.3141, -2.7515)
H (-2.1609, -1.9687, -0.0588)
H (-1.6371, -3.4944, -0.6704)
C (0.7788, 2.0157, 2.4177)
N (0.0836, 1.4014, 1.2892)
C (-1.3021, 1.8389, 1.0568)
C (0.6418, 0.4547, 0.5368)
C (2.0211, -0.0512, 0.8295)
O (-0.1004, -0.0308, -0.3882)
H (0.1730, 2.8771, 2.7370)
H (1.7701, 2.3536, 2.0808)
H (0.9237, 1.2980, 3.2491)
H (-1.6371, 1.5814, 0.0439)
H (-1.9724, 1.3695, 1.8029)
H (-1.3173, 2.9324, 1.1750)
H (2.0016, -0.9094, 1.5251)
H (2.4841, -0.4052, -0.0978)
H (2.6348, 0.7538, 1.2656)

Computed properties:
**F_max**: 3.0 eV/Å
**E_LUMO**: -3.10 eV
**HOMO energy**: -0.408 hartree
**HOMO-LUMO gap**: 0.294 Eh
**Total charge**: +1
**Energy above the lowest of the compared OMol25 structures with the same formula, charge and spin**: 0.400 eV

---

# 8
A cluster of 2 separate species, C5H17N5 in total in a non-equilibrium geometry. Source: the OMol25 dataset; level of theory: the ωB97M-V functional and the def2-TZVPD basis.

CARTESIAN COORDINATES (ANGSTROEM)
H (-0.5743, 1.9136, 1.6930)
N (0.0937, 1.1636, 1.5439)
C (0.4911, 1.0664, 0.3016)
N (0.0799, 1.9667, -0.6938)
N (1.8359, 0.6045, 0.0414)
C (2.8295, 1.6747, 0.1277)
N (2.1344, -0.4922, 0.9019)
H (-0.8971, 2.2078, -0.6296)
H (0.3499, 1.6855, -1.6241)
H (3.7863, 1.2842, -0.2376)
H (2.9413, 2.0437, 1.1515)
H (2.5266, 2.5033, -0.5078)
H (2.1485, -0.1818, 1.8807)
H (3.0505, -0.8414, 0.6442)
C (-2.8111, -1.9252, 0.2384)
C (-2.0205, -0.6504, 0.4922)
N (-0.5913, -0.6770, -0.2706)
C (-0.5176, -1.1712, -1.6324)
H (-2.2106, -2.7966, 0.5007)
H (-3.1078, -2.0074, -0.8064)
H (-3.7199, -1.9165, 0.8411)
H (-1.7957, -0.5566, 1.5527)
H (-2.6016, 0.2116, 0.1622)
H (0.0373, -1.2253, 0.3160)
H (-1.2527, -0.6427, -2.2444)
H (0.4811, -0.9883, -2.0339)
H (-0.6856, -2.2530, -1.7087)

Computed properties:
**F_max**: 3.1 eV/Å
**Structure (SMILES)**: [H]/N=C(\N)N(C)N.CCNC
**E_LUMO**: 0.97 eV
**HOMO energy**: -0.289 hartree
**HOMO-LUMO gap**: 0.325 Eh
**Energy above the lowest of the compared OMol25 structures with the same formula, charge and spin**: 0.755 eV

---

# 9
A cluster of 3 separate species, C5H17NO2 in total in a non-equilibrium geometry. Source: the OMol25 dataset; level of theory: the ωB97M-V functional and the def2-TZVPD basis.

CARTESIAN COORDINATES (ANGSTROEM)
C (0.1954, 1.0337, 2.8780)
C (-0.5052, 1.4300, 1.5755)
C (-1.2029, 0.2809, 0.8495)
C (-1.3601, 0.3175, -0.6888)
C (-0.6123, -0.8045, -1.3789)
N (-0.5866, -0.7127, -2.8479)
H (0.0991, 1.7612, 3.6658)
H (1.2443, 0.8376, 2.7217)
H (-0.5042, 0.3057, 3.2669)
H (-1.2039, 2.2763, 1.6838)
H (0.2580, 1.8776, 0.8925)
H (-2.2422, 0.1427, 1.1741)
H (-0.6703, -0.6452, 1.0921)
H (-0.9752, 1.2410, -1.1732)
H (-2.4246, 0.3059, -0.9876)
H (-1.0793, -1.7765, -1.1652)
H (0.4031, -0.8568, -0.9912)
H (-1.5353, -0.7751, -3.1897)
H (-0.1276, 0.1080, -3.2149)
O (1.0412, -2.5786, 0.9172)
H (0.8008, -1.7245, 0.5439)
H (1.9653, -2.7668, 0.8215)
O (3.2776, 0.2118, -1.8376)
H (3.3093, -0.1693, -2.7342)
H (2.4355, 0.6801, -1.8734)

Computed properties:
**F_max**: 2.2 eV/Å
**Structure (SMILES)**: CCCCCN.O.O
**E_LUMO**: 0.60 eV
**HOMO energy**: -0.344 hartree
**HOMO-LUMO gap**: 0.367 Eh
**Energy above the lowest of the compared OMol25 structures with the same formula, charge and spin**: 1.210 eV